1.
{"formula": "C38H32ClO3P", "method": "wB97M-V/def2-TZVPD", "species": ["O", "C", "C", "C", "C", "C", "C", "C", "C", "O", "C", "C", "C", "P", "O", "Cl", "C", "C", "C", "H", "H", "H", "H", "H", "H", "H", "H", "C", "C", "C", "C", "C", "C", "H", "H", "H", "H", "H", "H", "C", "C", "C", "C", "C", "C", "H", "H", "H", "H", "H", "H", "C", "C", "C", "C", "C", "C", "H", "H", "H", "H", "H", "H", "C", "C", "C", "C", "C", "C", "H", "H", "H", "H", "H", "H"], "xyz": [[-0.33, -0.28, 1.55], [-0.25, 0.24, 0.46], [-1.41, 0.51, -0.41], [-2.63, 0.91, 0.12], [-3.70, 1.14, -0.75], [-3.52, 0.96, -2.12], [-2.30, 0.58, -2.65], [-1.23, 0.36, -1.79], [0.12, -0.03, -2.29], [0.29, -0.71, -3.26], [1.25, 0.50, -1.47], [2.46, 0.84, -2.06], [3.47, 1.32, -1.22], [5.05, 1.71, -2.04], [5.63, 2.81, -0.98], [6.09, -0.01, -1.50], [3.30, 1.49, 0.15], [2.08, 1.15, 0.73], [1.08, 0.65, -0.10], [-2.73, 1.02, 1.19], [-4.64, 1.46, -0.33], [-4.35, 1.12, -2.79], [-2.18, 0.46, -3.72], [2.60, 0.74, -3.13], [6.16, 3.45, -1.47], [4.10, 1.85, 0.77], [1.90, 1.25, 1.79], [-3.80, -3.60, 3.87], [-3.13, -4.29, 4.88], [-1.78, -4.07, 5.08], [-1.09, -3.18, 4.27], [-1.75, -2.50, 3.25], [-3.11, -2.71, 3.06], [-4.86, -3.77, 3.71], [-3.67, -4.99, 5.50], [-1.26, -4.60, 5.86], [-0.03, -3.01, 4.43], [-1.21, -1.81, 2.62], [-3.63, -2.19, 2.27], [-1.08, 4.01, -4.23], [-2.45, 3.78, -4.19], [-3.27, 4.28, -5.20], [-2.72, 5.00, -6.24], [-1.35, 5.23, -6.28], [-0.53, 4.73, -5.28], [-0.45, 3.62, -3.44], [-2.88, 3.23, -3.37], [-4.34, 4.10, -5.16], [-3.35, 5.38, -7.03], [-0.92, 5.80, -7.10], [0.54, 4.91, -5.31], [-1.28, -3.12, -2.10], [-2.34, -3.97, -2.37], [-2.75, -4.91, -1.44], [-2.09, -5.01, -0.22], [-1.02, -4.17, 0.06], [-0.62, -3.22, -0.87], [-0.95, -2.38, -2.81], [-2.85, -3.90, -3.33], [-3.58, -5.57, -1.66], [-2.41, -5.74, 0.52], [-0.51, -4.25, 1.01], [0.21, -2.57, -0.65], [3.74, 0.97, 5.64], [3.42, 0.19, 4.54], [4.34, 0.03, 3.51], [5.58, 0.65, 3.58], [5.90, 1.44, 4.68], [4.98, 1.60, 5.71], [3.03, 1.09, 6.44], [2.46, -0.30, 4.48], [4.09, -0.58, 2.65], [6.30, 0.53, 2.77], [6.86, 1.93, 4.73], [5.23, 2.21, 6.56]], "e_homo_ev": -8.947, "total_energy_ev": -67880.3875, "spin_multiplicity": 1, "smiles": "O=C1c2ccccc2C(=O)c2cc(P(O)Cl)ccc21.c1ccccc1.c1ccccc1.c1ccccc1.c1ccccc1"}

2.
{"formula": "C38H33BF6O2S", "method": "wB97M-V/def2-TZVPD", "species": ["C", "C", "C", "C", "C", "B", "C", "C", "C", "C", "F", "F", "F", "C", "C", "C", "F", "F", "F", "C", "O", "C", "C", "C", "C", "C", "C", "O", "S", "H", "H", "H", "H", "H", "H", "H", "H", "H", "H", "H", "H", "H", "H", "H", "H", "H", "H", "H", "H", "C", "C", "C", "C", "C", "C", "C", "C", "C", "C", "C", "C", "C", "C", "C", "C", "C", "C", "C", "H", "H", "H", "H", "H", "H", "H", "H", "H", "H", "H", "H", "H"], "xyz": [[-1.59, -7.27, -3.30], [-1.39, -5.80, -3.25], [-1.79, -4.85, -4.17], [-1.52, -3.50, -3.74], [-0.99, -3.45, -2.47], [-0.55, -2.15, -1.59], [-1.76, -1.80, -0.50], [-1.74, -2.32, 0.79], [-2.73, -1.96, 1.70], [-2.73, -2.56, 3.07], [-3.89, -3.24, 3.33], [-1.70, -3.44, 3.24], [-2.60, -1.61, 4.05], [-3.74, -1.05, 1.36], [-3.71, -0.52, 0.09], [-4.71, 0.50, -0.34], [-4.09, 1.68, -0.65], [-5.37, 0.09, -1.48], [-5.65, 0.78, 0.59], [-2.74, -0.90, -0.86], [0.68, -2.44, -0.88], [1.67, -1.73, -1.58], [2.80, -1.35, -0.64], [2.27, -2.62, -2.66], [0.85, -0.48, -2.21], [0.63, 0.65, -1.19], [1.44, 0.13, -3.47], [-0.39, -1.07, -2.53], [-0.64, -5.03, -1.88], [-2.02, -7.55, -4.26], [-0.64, -7.80, -3.16], [-2.28, -7.58, -2.50], [-2.25, -5.12, -5.11], [-1.73, -2.63, -4.36], [-0.96, -3.01, 1.10], [-4.52, -0.77, 2.07], [-2.78, -0.48, -1.86], [3.53, -0.74, -1.19], [2.44, -0.79, 0.23], [3.29, -2.26, -0.29], [3.10, -2.11, -3.16], [2.66, -3.53, -2.18], [1.53, -2.94, -3.41], [1.56, 1.23, -1.04], [-0.14, 1.33, -1.57], [0.29, 0.26, -0.22], [2.42, 0.56, -3.24], [1.54, -0.60, -4.27], [0.78, 0.94, -3.82], [1.06, 2.58, 1.78], [0.35, 2.11, 2.93], [-1.02, 1.76, 2.86], [-1.77, 1.58, 4.02], [-1.19, 1.77, 5.28], [0.18, 2.05, 5.37], [0.95, 2.17, 4.22], [2.50, 2.52, 1.64], [2.93, 3.58, 0.77], [4.27, 3.89, 0.65], [5.21, 3.09, 1.32], [4.80, 1.99, 2.09], [3.44, 1.72, 2.28], [1.74, 4.25, 0.27], [0.59, 3.58, 0.84], [-0.69, 4.08, 0.56], [-0.81, 5.24, -0.22], [0.32, 5.93, -0.68], [1.61, 5.43, -0.44], [-1.49, 1.66, 1.87], [-2.82, 1.32, 3.94], [-1.79, 1.69, 6.19], [0.64, 2.20, 6.35], [2.02, 2.40, 4.30], [4.56, 4.75, 0.05], [6.27, 3.32, 1.23], [5.55, 1.35, 2.57], [3.10, 0.90, 2.91], [-1.56, 3.57, 0.95], [-1.80, 5.62, -0.45], [0.21, 6.86, -1.24], [2.51, 5.94, -0.78]], "e_homo_ev": -6.416, "total_energy_ev": -71854.2922, "spin_multiplicity": 1, "e_above_lowest_kcal_mol": 0.0}

3.
{"formula": "C38H33INO4PPdSSi", "method": "wB97M-V/def2-TZVPD", "species": ["Pd", "O", "S", "O", "O", "C", "C", "C", "C", "C", "C", "P", "C", "C", "C", "C", "C", "C", "C", "C", "C", "C", "C", "C", "H", "H", "H", "H", "H", "H", "H", "H", "H", "H", "H", "H", "H", "H", "N", "C", "O", "C", "I", "H", "H", "H", "H", "C", "C", "C", "C", "C", "C", "Si", "C", "C", "C", "C", "C", "C", "C", "C", "C", "C", "C", "C", "H", "H", "H", "H", "H", "H", "H", "H", "H", "H", "H", "H", "H", "H", "H"], "xyz": [[1.23, 0.43, 0.26], [2.14, 2.59, -3.09], [1.85, 2.26, -1.73], [1.12, 0.88, -1.70], [2.88, 2.24, -0.73], [0.65, 3.42, -1.12], [0.85, 4.74, -1.49], [0.05, 5.74, -0.94], [-0.93, 5.41, -0.03], [-1.15, 4.09, 0.33], [-0.37, 3.07, -0.23], [-0.83, 1.35, 0.09], [-1.85, 0.82, -1.27], [-1.79, 1.45, -2.52], [-2.66, 1.08, -3.53], [-3.59, 0.07, -3.30], [-3.65, -0.57, -2.07], [-2.79, -0.19, -1.05], [-1.83, 1.21, 1.57], [-1.33, 0.75, 2.79], [-2.17, 0.71, 3.89], [-3.49, 1.12, 3.79], [-3.99, 1.55, 2.57], [-3.17, 1.59, 1.46], [1.63, 4.99, -2.20], [0.21, 6.77, -1.23], [-1.55, 6.19, 0.41], [-1.93, 3.85, 1.03], [-1.08, 2.24, -2.71], [-2.62, 1.58, -4.48], [-4.27, -0.22, -4.09], [-4.38, -1.34, -1.89], [-2.87, -0.66, -0.08], [-0.31, 0.42, 2.88], [-1.79, 0.35, 4.84], [-4.14, 1.09, 4.65], [-5.03, 1.85, 2.48], [-3.58, 1.90, 0.50], [2.69, 3.09, 3.01], [2.55, 1.82, 2.69], [1.48, 1.39, 2.21], [3.71, 0.90, 2.97], [4.24, -0.11, 1.17], [1.92, 3.73, 2.85], [3.53, 3.45, 3.43], [3.40, 0.14, 3.68], [4.59, 1.42, 3.33], [5.14, -2.98, -1.58], [4.50, -3.68, -0.57], [3.20, -3.35, -0.21], [2.52, -2.32, -0.88], [3.16, -1.65, -1.93], [4.47, -1.96, -2.26], [0.76, -2.02, -0.45], [0.23, -2.28, 1.29], [-1.12, -2.45, 1.63], [-1.50, -2.67, 2.94], [-0.54, -2.71, 3.94], [0.80, -2.52, 3.64], [1.19, -2.31, 2.32], [-0.44, -2.31, -1.80], [-0.31, -1.67, -3.04], [-1.07, -2.09, -4.12], [-1.94, -3.16, -3.99], [-2.07, -3.82, -2.77], [-1.32, -3.40, -1.68], [6.15, -3.23, -1.86], [5.01, -4.48, -0.06], [2.72, -3.91, 0.58], [2.65, -0.86, -2.47], [4.96, -1.43, -3.06], [-1.88, -2.42, 0.86], [-2.55, -2.82, 3.18], [-0.84, -2.89, 4.97], [1.54, -2.56, 4.42], [2.24, -2.18, 2.09], [0.37, -0.84, -3.16], [-0.97, -1.59, -5.07], [-2.52, -3.50, -4.84], [-2.73, -4.66, -2.67], [-1.40, -3.94, -0.75]], "e_homo_ev": -14.114, "total_charge": 2, "total_energy_ev": -89191.2057, "spin_multiplicity": 1, "e_above_lowest_kcal_mol": 0.0}